[1]
Molecular formula: C24H68N3O12
Method: DFT, ωB97M-V/def2-TZVPD

The relative energy (zero: lowest compared OMol25 entry of this formula, charge and spin) is 311.6 kJ/mol. As for the LUMO energy: 2.24 eV. As for the HOMO energy: -6.039 eV. The gap between HOMO and LUMO is 8.284 eV.

```
! RIJCOSX wB97M-V def2-TZVPD def2/J DEFGRID3
* xyz -1 1
C 52.274 5.409 15.168
O 51.547 4.925 14.031
H 51.820 4.982 16.204
H 52.402 6.537 15.184
H 53.279 4.906 15.332
C 50.229 7.646 13.078
O 49.608 6.389 13.240
H 49.575 8.362 12.646
H 51.138 7.563 12.560
H 50.383 8.183 14.073
H 50.407 5.970 13.686
C 48.232 3.985 15.449
O 49.223 4.808 16.059
H 47.086 4.153 15.172
H 48.086 3.004 15.816
H 48.510 3.851 14.329
H 49.969 4.650 15.480
C 49.898 3.408 11.586
O 51.221 3.744 11.667
H 49.377 3.483 10.613
H 49.438 4.071 12.459
H 50.011 2.180 11.989
H 51.555 4.283 12.394
C 53.353 6.263 11.178
O 53.515 6.608 12.479
H 52.587 6.902 10.671
H 53.485 5.104 11.027
H 54.338 6.529 10.647
H 52.887 6.133 13.156
C 52.639 1.544 14.830
O 51.512 2.271 15.334
H 53.408 2.053 14.298
H 52.193 0.507 14.399
H 52.931 1.179 15.811
H 51.496 3.118 14.774
C 54.581 3.605 13.092
O 55.782 2.869 13.374
C 55.703 1.981 14.453
C 56.936 1.073 14.583
N 56.808 0.196 15.851
C 57.896 -0.765 15.891
C 57.611 -1.869 16.921
O 58.749 -2.694 17.015
C 58.794 -3.622 18.036
H 54.256 4.241 13.827
H 53.747 2.988 13.080
H 54.580 4.109 12.149
H 54.812 1.394 14.408
H 55.544 2.565 15.280
H 58.018 1.589 15.021
H 57.351 0.519 13.660
H 56.013 -0.187 15.369
H 59.004 -0.174 15.881
H 57.975 -1.269 14.862
H 56.823 -2.407 16.445
H 57.481 -1.474 17.979
H 57.855 -4.305 17.912
H 58.853 -3.039 19.004
H 59.689 -4.308 18.057
C 52.053 3.257 18.462
O 52.979 4.404 18.413
C 54.015 4.144 17.517
C 54.804 5.434 17.034
N 55.992 5.118 16.263
C 56.699 6.364 16.130
C 57.949 6.263 15.333
O 58.458 7.530 15.014
C 59.670 7.539 14.359
H 51.170 3.359 19.110
H 52.529 2.450 18.831
H 51.595 3.036 17.562
H 53.548 3.927 16.627
H 54.678 3.401 17.817
H 55.287 6.121 17.835
H 54.062 5.953 16.273
H 55.656 4.694 15.334
H 56.905 6.920 17.026
H 56.133 6.968 15.630
H 58.186 5.523 14.597
H 58.631 5.639 15.809
H 59.394 8.574 13.684
H 59.906 6.669 13.505
H 60.674 7.621 14.960
C 52.227 9.526 16.443
O 51.018 10.222 16.835
C 51.200 11.605 16.741
C 49.958 12.374 17.097
N 50.138 13.777 16.960
C 48.930 14.433 17.443
C 49.016 15.981 17.145
O 47.848 16.530 17.703
C 48.147 17.014 19.044
H 53.187 9.881 16.614
H 52.451 9.523 15.286
H 52.236 8.432 16.622
H 51.691 12.035 15.708
H 51.962 11.916 17.294
H 49.842 11.927 18.215
H 48.903 12.008 16.576
H 50.160 13.865 16.003
H 48.716 14.282 18.604
H 48.039 14.034 17.260
H 49.115 16.135 15.930
H 49.827 16.233 17.604
H 47.285 17.668 19.106
H 49.255 17.277 19.004
H 48.177 16.133 19.650
*
```



[2]
Molecular formula: C24H68N4O12
Method: DFT, ωB97M-V/def2-TZVPD

The relative energy (zero: lowest compared OMol25 entry of this formula, charge and spin) is 431.3 kJ/mol. As for the LUMO energy: 0.28 eV. As for the HOMO energy: -8.543 eV. The gap between HOMO and LUMO is 8.825 eV.

```
! RIJCOSX wB97M-V def2-TZVPD def2/J DEFGRID3
* xyz 0 1
C -1.179 -4.119 -2.484
O -0.461 -4.800 -1.526
C 0.903 -5.121 -1.760
C 1.692 -5.034 -0.435
C 1.641 -3.743 0.457
N 3.010 -5.609 -0.600
H -0.749 -3.125 -2.359
H -2.211 -3.951 -2.175
H -1.224 -4.386 -3.539
H 0.710 -6.128 -2.128
H 1.292 -4.519 -2.582
H 1.209 -5.797 0.175
H 2.124 -2.986 -0.161
H 2.230 -3.967 1.346
H 0.620 -3.568 0.796
H 2.957 -6.577 -0.883
H 3.488 -5.774 0.275
C -1.396 4.918 0.807
O -1.487 5.688 2.039
C -1.560 7.092 1.789
C -0.103 7.706 1.460
C 0.865 7.476 2.558
N -0.085 9.165 1.182
H -1.130 3.892 1.061
H -0.683 5.180 0.025
H -2.401 4.934 0.384
H -2.363 7.257 1.070
H -1.829 7.589 2.721
H 0.162 7.158 0.556
H 0.846 6.402 2.741
H 0.378 7.857 3.456
H 1.820 7.942 2.316
H -0.560 9.396 0.321
H -0.598 9.652 1.902
C -4.871 -6.443 3.716
O -4.100 -6.218 2.555
C -3.922 -4.825 2.139
C -2.547 -4.785 1.446
C -1.364 -5.292 2.256
N -2.214 -3.488 1.021
H -4.282 -6.356 4.629
H -5.298 -7.418 3.481
H -5.713 -5.757 3.628
H -4.737 -4.627 1.443
H -3.796 -4.248 3.055
H -2.867 -5.510 0.697
H -1.194 -4.687 3.147
H -0.461 -5.367 1.650
H -1.593 -6.338 2.459
H -1.652 -3.039 1.730
H -1.798 -3.403 0.105
C -0.034 -2.101 -5.375
O 0.825 -1.076 -5.080
C 1.195 -0.840 -3.718
C 2.225 0.241 -3.434
C 3.428 0.231 -4.489
N 2.862 0.244 -2.102
H -0.987 -2.166 -4.850
H 0.556 -2.957 -5.049
H -0.006 -2.229 -6.457
H 0.312 -0.499 -3.177
H 1.593 -1.691 -3.165
H 1.771 1.212 -3.636
H 4.138 0.987 -4.153
H 3.138 0.534 -5.494
H 3.993 -0.701 -4.503
H 2.090 0.200 -1.453
H 3.217 1.174 -1.933
O -0.211 -1.248 2.398
C -1.042 -0.583 3.340
C -0.798 -1.153 4.723
O -1.469 -0.445 5.769
H 0.657 -0.857 2.516
H -0.722 0.459 3.360
H -2.101 -0.639 3.088
H 0.229 -0.944 5.021
H -1.019 -2.207 4.891
H -1.893 -0.910 6.495
O -1.497 4.383 -3.039
C -0.241 5.065 -3.078
C 0.955 4.011 -3.198
O 2.148 4.670 -3.547
H -1.690 4.060 -3.922
H -0.280 5.704 -3.959
H -0.408 5.745 -2.243
H 0.725 3.209 -3.900
H 1.182 3.524 -2.250
H 2.740 4.411 -2.837
O -2.710 1.506 -1.192
C -1.280 1.310 -1.361
C -0.787 -0.074 -0.602
O 0.576 -0.093 -0.409
H -3.004 2.177 -1.813
H -1.106 1.260 -2.435
H -0.734 2.185 -1.008
H -1.159 -0.979 -1.083
H -1.217 -0.101 0.399
H 0.837 -0.536 0.402
O 2.594 -0.091 2.165
C 2.709 1.253 2.576
C 3.709 2.064 1.716
O 3.338 2.217 0.393
H 3.396 -0.603 2.293
H 1.752 1.757 2.442
H 3.117 1.177 3.584
H 4.707 1.666 1.899
H 3.661 3.029 2.222
H 2.498 1.763 0.289
*
```



[3]
Molecular formula: C24H68N4O8
Method: DFT, ωB97M-V/def2-TZVPD

The relative energy (zero: lowest compared OMol25 entry of this formula, charge and spin) is 181.7 kJ/mol. As for the LUMO energy: 0.54 eV. As for the HOMO energy: -9.288 eV. The gap between HOMO and LUMO is 9.831 eV.

```
! RIJCOSX wB97M-V def2-TZVPD def2/J DEFGRID3
* xyz 0 1
C 21.671 7.487 -2.309
O 20.816 8.496 -2.800
C 19.486 8.023 -2.992
C 18.722 9.020 -3.857
C 18.580 10.395 -3.181
N 17.379 8.464 -4.091
H 22.468 7.938 -1.713
H 22.092 6.971 -3.178
H 21.191 6.790 -1.612
H 19.539 7.079 -3.547
H 19.067 7.886 -1.988
H 19.304 9.249 -4.752
H 18.010 11.061 -3.837
H 19.540 10.917 -3.166
H 18.112 10.293 -2.202
H 16.690 9.204 -4.110
H 17.154 7.873 -3.294
C 10.689 8.199 -9.034
O 9.848 7.252 -9.659
C 9.336 6.350 -8.710
C 8.411 5.393 -9.466
C 9.182 4.495 -10.422
N 7.404 6.178 -10.274
H 10.988 9.060 -9.631
H 11.655 7.764 -8.750
H 10.194 8.569 -8.133
H 10.121 5.794 -8.192
H 8.715 6.838 -7.949
H 7.760 4.763 -8.854
H 8.592 3.736 -10.941
H 10.037 3.947 -10.010
H 9.593 5.132 -11.213
H 7.869 7.075 -10.426
H 7.377 5.791 -11.210
C 17.814 2.868 -8.110
O 17.232 2.167 -7.044
C 16.696 0.901 -7.363
C 15.406 0.981 -8.129
C 14.265 1.834 -7.578
N 14.884 -0.406 -8.340
H 18.412 2.243 -8.787
H 18.370 3.721 -7.738
H 17.020 3.228 -8.786
H 17.468 0.275 -7.814
H 16.471 0.396 -6.417
H 15.551 1.279 -9.174
H 14.559 2.879 -7.388
H 14.055 1.578 -6.531
H 13.349 1.875 -8.158
H 14.197 -0.653 -7.638
H 14.396 -0.456 -9.223
C 14.863 5.795 -8.686
O 15.603 6.810 -9.311
C 15.135 8.122 -9.035
C 15.283 8.496 -7.575
C 14.833 9.941 -7.412
N 16.690 8.330 -7.227
H 13.776 5.967 -8.785
H 15.006 5.828 -7.602
H 14.967 4.817 -9.146
H 15.767 8.772 -9.648
H 14.120 8.219 -9.441
H 14.589 7.801 -7.074
H 15.534 10.543 -7.996
H 14.800 10.308 -6.388
H 13.854 10.090 -7.873
H 16.928 7.343 -7.323
H 16.850 8.483 -6.234
C 19.827 10.973 -9.070
C 18.681 11.712 -8.337
O 18.232 10.911 -7.249
H 20.203 11.518 -9.937
H 19.401 10.007 -9.348
H 20.636 10.858 -8.353
H 17.845 12.024 -8.966
H 19.172 12.599 -7.929
H 17.838 10.137 -7.694
C 17.052 10.600 -11.544
C 17.595 11.837 -12.223
O 16.951 12.970 -11.599
H 16.052 10.717 -11.131
H 17.690 10.414 -10.680
H 17.068 9.722 -12.190
H 17.409 11.841 -13.298
H 18.658 11.914 -11.992
H 17.496 13.754 -11.698
C 15.704 4.866 -4.451
C 17.231 4.881 -4.389
O 17.750 5.833 -5.313
H 15.194 3.940 -4.188
H 15.379 5.196 -5.437
H 15.311 5.632 -3.770
H 17.602 3.889 -4.650
H 17.639 5.095 -3.396
H 17.557 6.715 -4.926
C 12.457 10.627 -11.782
C 13.583 11.623 -11.991
O 13.913 12.295 -10.789
H 11.622 11.219 -11.397
H 12.741 9.906 -11.013
H 12.133 10.066 -12.656
H 13.387 12.389 -12.750
H 14.465 11.082 -12.353
H 14.871 12.385 -10.741
*
```



[4]
Molecular formula: C24H68N5O15
Method: DFT, ωB97M-V/def2-TZVPD

The relative energy (zero: lowest compared OMol25 entry of this formula, charge and spin) is 601.5 kJ/mol. As for the LUMO energy: 2.01 eV. As for the HOMO energy: -4.237 eV. The gap between HOMO and LUMO is 6.251 eV.

```
! RIJCOSX wB97M-V def2-TZVPD def2/J DEFGRID3
* xyz -1 1
N 0.602 -1.066 0.019
O -0.474 -1.590 0.251
O 1.448 -1.714 -0.505
O 0.790 0.082 0.398
C 7.822 -1.020 2.073
C 6.683 -0.744 3.124
O 7.161 -1.017 4.467
O 8.980 -0.135 2.243
H 7.486 -0.844 1.052
H 8.213 -2.033 1.988
H 5.833 -1.414 2.998
H 6.219 0.242 3.078
H 6.410 -1.546 4.748
H 9.557 -0.568 2.877
C 1.927 -8.355 -3.103
C 2.457 -9.713 -3.669
O 2.438 -10.716 -2.689
O 2.867 -7.903 -2.129
H 0.948 -8.465 -2.637
H 1.765 -7.794 -4.024
H 3.488 -9.652 -4.017
H 1.873 -10.014 -4.539
H 3.200 -10.546 -2.131
H 2.440 -7.093 -1.838
C -2.326 6.440 -2.119
C -0.869 6.308 -1.809
O -0.444 5.204 -2.589
O -2.745 6.790 -3.412
H -2.730 7.233 -1.490
H -2.858 5.538 -1.815
H -0.565 6.245 -0.764
H -0.372 7.198 -2.195
H -0.185 4.480 -2.013
H -2.418 6.108 -4.003
C -3.651 -3.639 7.681
C -3.140 -4.141 6.264
O -1.981 -3.445 6.010
O -5.075 -3.748 7.705
H -3.489 -2.576 7.865
H -3.198 -4.168 8.519
H -3.824 -3.963 5.434
H -2.799 -5.176 6.291
H -1.809 -3.591 5.077
H -5.306 -4.447 8.322
C 10.735 2.948 -7.343
C 10.261 3.478 -5.993
C 9.395 2.388 -5.291
O 8.127 2.321 -5.893
C 7.187 1.523 -5.219
N 11.430 3.793 -5.172
H 9.851 2.754 -7.950
H 11.320 2.041 -7.192
H 11.285 3.688 -7.925
H 9.596 4.328 -6.146
H 9.266 2.580 -4.226
H 9.902 1.425 -5.360
H 7.082 1.706 -4.149
H 7.524 0.487 -5.197
H 6.203 1.586 -5.685
H 11.999 2.960 -5.133
H 11.922 4.453 -5.758
C -11.243 -3.485 1.208
C -10.149 -2.967 2.202
C -9.884 -1.486 2.223
O -9.443 -0.945 1.008
C -8.252 -1.491 0.494
N -10.457 -3.497 3.565
H -11.466 -4.541 1.357
H -10.873 -3.459 0.183
H -12.193 -2.951 1.221
H -9.217 -3.494 1.996
H -9.125 -1.186 2.946
H -10.727 -0.933 2.636
H -7.871 -1.128 -0.461
H -8.628 -2.445 0.125
H -7.517 -1.595 1.292
H -10.333 -4.499 3.596
H -9.760 -3.012 4.113
C 1.072 5.262 7.043
C 0.660 3.930 7.694
C -0.156 4.061 9.081
O 0.633 4.672 10.082
C 0.110 4.532 11.366
N -0.216 3.233 6.726
H 1.675 5.150 6.141
H 1.772 5.848 7.640
H 0.243 5.919 6.780
H 1.525 3.269 7.752
H -0.347 3.054 9.452
H -1.144 4.513 8.999
H -0.433 3.600 11.520
H -0.588 5.335 11.603
H 0.993 4.565 12.005
H 0.455 3.047 5.995
H -0.439 2.315 7.084
C -3.776 1.562 -8.676
C -3.233 1.576 -7.240
C -2.715 0.205 -6.630
O -3.760 -0.708 -6.389
C -3.372 -2.068 -6.157
N -2.121 2.534 -7.339
H -3.053 1.226 -9.419
H -4.206 2.501 -9.024
H -4.572 0.822 -8.756
H -4.063 1.939 -6.635
H -2.159 0.377 -5.708
H -2.125 -0.179 -7.462
H -2.962 -2.517 -7.062
H -4.214 -2.596 -5.708
H -2.583 -2.155 -5.410
H -1.715 2.706 -6.430
H -1.479 2.092 -7.982
*
```